Record 1
ORCA calculation (the ωB97M-V functional and the def2-TZVPD basis) on a cluster of 9 separate species, C5H28NO10 in total at a distorted geometry.

Properties
Orbital gap = 0.3232 hartree
HOMO = -5.759 eV
Charge = -1
ΔE to the lowest compared entry with this formula, charge and spin = 79.9 kJ/mol

Structure (XYZ):
```
44
Properties=species:S:1:pos:R:3:lowdin_charge:R:1
O 4.20 -1.80 -1.03 -0.072
O 1.91 0.45 -2.98 -0.066
O 1.45 -3.00 -2.23 -0.121
O -0.27 3.12 1.65 -0.128
O 1.09 3.19 -2.90 -0.091
O -3.25 -1.24 0.93 -0.203
O -1.44 -2.75 1.45 -0.253
O -1.45 0.93 2.67 -0.066
O 0.11 -3.91 -0.11 -0.174
O 0.37 -1.12 2.38 -0.136
N 0.21 1.07 -0.42 -0.060
C 1.15 -0.44 1.42 -0.244
C -1.37 3.58 0.83 -0.255
C -1.63 2.84 -0.49 -0.137
C -1.21 1.29 -0.49 -0.222
C 0.62 -0.30 -0.01 -0.158
H 3.31 -1.99 -1.34 -0.019
H 1.47 0.51 1.86 0.117
H -3.85 -1.07 1.67 -0.003
H -1.60 1.00 -1.49 0.120
H 2.04 -0.47 -3.22 0.034
H 0.60 1.81 0.14 0.088
H 0.87 -3.25 -1.43 0.000
H 4.24 -0.83 -1.01 0.033
H -0.54 2.24 2.00 0.023
H -2.68 2.85 -0.72 0.101
H -2.08 0.52 2.05 0.027
H 1.51 -3.82 -2.75 0.039
H -0.23 -1.85 2.01 0.037
H -1.42 -3.50 2.06 0.050
H 1.31 2.29 -3.23 0.004
H -1.83 0.79 0.24 0.067
H -2.52 -2.05 1.12 -0.025
H -0.61 -3.29 0.51 0.013
H 0.74 -4.11 0.58 0.019
H -0.98 4.58 0.61 0.106
H 1.47 0.33 -2.11 0.001
H -1.03 3.20 -1.31 0.079
H -1.02 0.15 3.09 0.060
H 1.35 -0.71 -0.71 0.068
H -0.26 -0.95 -0.01 0.118
H 1.45 3.09 -2.01 0.019
H -2.27 3.65 1.45 0.108
H 2.07 -1.04 1.30 0.105
```

***

Record 2
ORCA calculation (the ωB97M-V functional and the def2-TZVPD basis) on the ion C5H10N3O2S with charge +1 at a distorted geometry.

Properties
Orbital gap = 0.3916 hartree
HOMO = -13.754 eV
Charge = +1
ΔE to the lowest compared entry with this formula, charge and spin = 0.0 kJ/mol
SMILES = Cc1n(S(N)(=O)=O)cc[n+]1C

Structure (XYZ):
```
21
Properties=species:S:1:pos:R:3:lowdin_charge:R:1
S -0.72 1.60 1.53 0.624
O 0.47 1.70 2.28 -0.214
O -1.85 0.88 2.00 -0.226
N -1.15 3.01 0.84 -0.016
N 0.53 -0.99 -1.10 -0.060
N -0.22 0.74 0.07 -0.048
C 1.00 -2.29 -1.51 0.034
C 0.46 0.10 -1.93 -0.001
C 0.13 -0.67 0.12 -0.182
C 0.03 -1.49 1.32 0.032
C 0.01 1.15 -1.20 -0.048
H -2.13 3.25 0.96 0.101
H -0.20 -2.52 1.06 0.099
H 0.80 -2.45 -2.56 0.112
H 0.75 0.06 -2.96 0.139
H -0.52 3.77 1.01 0.101
H 2.08 -2.36 -1.35 0.120
H -0.18 2.16 -1.51 0.127
H -0.75 -1.09 1.97 0.081
H 0.52 -3.08 -0.93 0.102
H 0.96 -1.48 1.88 0.121
```